i | ORCA calculation (ωB97M-V/def2-TZVPD) on C3H6N2O in the gas phase.

Structure (SMILES) = [H]/N=C(/C=O)NC
HOMO = -9.5392 eV
Multiplicity = 1
Kohn-Sham gap = 9.42 eV

Geometry as XYZ:
```
12
C3H6N2O (ωB97M-V/def2-TZVPD)
C -0.366 -0.993 -1.060
N -0.003 0.418 -0.810
C 0.313 0.865 0.659
N 0.365 2.089 0.977
C 0.592 -0.360 1.459
O -0.245 -1.242 1.500
H 0.408 -1.564 -1.591
H -1.361 -1.137 -1.508
H -0.464 -1.432 -0.042
H -0.857 0.945 -0.967
H 0.293 2.624 0.101
H 1.647 -0.588 1.684
```

ii | ORCA calculation (ωB97M-V/def2-TZVPD) on 2 unconnected molecules or ions with the total composition C3H6N2O.

HOMO = -9.2914 eV
Multiplicity = 1
Kohn-Sham gap = 5.19 eV

Geometry as XYZ:
```
12
C3H6N2O (ωB97M-V/def2-TZVPD)
C -1.968 0.085 -0.939
C -0.655 0.058 -1.117
N 0.347 1.023 -0.830
C 0.372 0.991 0.542
N 1.356 0.879 1.282
H 1.847 -0.066 1.127
H -0.228 -0.952 -1.269
H -0.495 1.420 1.076
H -2.610 -0.589 -1.488
H -2.413 0.819 -0.266
H 2.495 -2.135 1.226
O 1.952 -1.533 0.655
```

Each structure's energy above the most stable one, in kJ/mol: i 0.0; ii 625.3.

i | ORCA calculation (ωB97M-V/def2-TZVPD) on C3H6N2O in the gas phase.

Structure (SMILES) = C/N=C(\C)N=O
HOMO (spin up / spin down) = -8.8413 / -8.8420 eV
Multiplicity = 1
Kohn-Sham gap (spin up / spin down) = 8.18 / 8.18 eV

Geometry as XYZ:
```
12
C3H6N2O (ωB97M-V/def2-TZVPD)
C -0.008 1.150 -0.807
C -0.265 1.387 0.702
C 0.774 -1.161 -0.949
N -0.027 2.143 -1.728
N 0.446 0.159 -1.473
O -0.015 1.723 -2.861
H -0.835 0.625 1.258
H 0.731 1.644 1.167
H -0.835 2.360 0.756
H 0.148 -1.977 -1.326
H 1.682 -1.426 -1.395
H 0.802 -1.195 0.241
```

ii | ORCA calculation (ωB97M-V/def2-TZVPD) on C3H6N2O in the gas phase.

Structure (SMILES) = NC(=O)[C@H]1CN1
HOMO = -9.7243 eV
Multiplicity = 1
Kohn-Sham gap = 10.72 eV

Geometry as XYZ:
```
12
C3H6N2O (ωB97M-V/def2-TZVPD)
N 1.823 -0.002 -0.210
C 0.896 0.839 0.311
O 1.114 1.999 0.614
C -0.483 0.255 0.474
C -1.308 -0.200 -0.675
N -0.720 -1.164 0.243
H 2.771 0.328 -0.301
H 1.604 -0.979 -0.332
H -1.022 0.733 1.286
H -0.896 -0.316 -1.670
H -2.367 0.053 -0.620
H -1.409 -1.545 0.880
```

Each structure's energy above the most stable one, in kJ/mol: i 405.6; ii 0.0.